Entry from the OMol25 dataset: C51H34Cl2FeN9O3 as an isolated structure (ωB97M-V/def2-TZVPD).

For the total energy, the calculation gives -4866.363495 hartree. The value obtained for the molar mass is 947.64 u. The spin multiplicity is 2. The calculation puts the frontier orbital gap (spin up / spin down) at 5.9 / 5.2 eV.

Geometry as XYZ:
```
100
C51H34Cl2FeN9O3 | the OMol25 dataset | ωB97M-V/def2-TZVPD
Fe -1.52 -1.91 -0.23
Cl -1.76 4.12 0.80
C -0.72 2.68 1.04
C -1.61 1.48 1.42
C -0.90 0.17 1.43
N -1.76 -0.98 1.46
C -2.90 -1.03 2.12
O -3.33 -0.36 3.06
C -3.81 -2.05 1.44
C -5.01 -2.40 2.01
C -5.87 -3.24 1.31
C -5.49 -3.67 0.05
C -4.27 -3.28 -0.46
N -3.43 -2.49 0.22
C 1.04 -0.55 0.24
C 1.77 0.55 -0.45
C 1.14 1.71 -0.60
Cl 2.02 3.08 -1.20
N 0.58 -1.64 -0.18
C 0.62 -2.51 -1.37
O 1.73 -2.50 -2.16
C 0.41 -3.86 -0.67
C 1.17 -5.00 -0.84
C 0.77 -6.15 -0.16
C -0.35 -6.10 0.65
C -1.05 -4.91 0.76
N -0.68 -3.81 0.12
H -2.57 1.59 1.90
H -5.25 -1.99 2.98
H -6.82 -3.53 1.73
H -6.14 -4.31 -0.55
H -3.94 -3.59 -1.44
H 2.80 0.43 -0.74
H 2.03 -4.98 -1.49
H 1.33 -7.07 -0.27
H -0.69 -6.98 1.19
H -1.93 -4.82 1.39
C 5.65 8.52 6.03
O 4.63 8.68 5.05
C 4.02 7.57 4.58
C 4.28 6.28 5.05
C 3.59 5.21 4.50
C 2.65 5.39 3.50
C 2.41 6.69 3.04
C 3.08 7.76 3.58
C 1.95 4.22 2.96
N 2.34 2.98 3.09
C 1.38 2.21 2.45
C 0.41 3.03 1.93
N 0.78 4.30 2.26
C -0.34 1.98 -0.34
C -0.97 2.60 -1.56
C -1.83 1.92 -2.30
C -2.20 0.53 -1.96
N -1.94 0.00 -0.83
C -1.21 0.81 0.10
C 0.59 -0.21 1.73
N 0.57 -1.49 2.45
C 1.65 -1.89 2.99
C 2.85 -1.11 3.09
C 2.72 0.24 2.88
C 1.53 0.78 2.38
H 6.05 9.51 6.23
H 6.45 7.87 5.66
H 5.24 8.10 6.95
H 5.00 6.10 5.83
H 3.78 4.20 4.86
H 1.70 6.86 2.24
H 2.90 8.77 3.22
H 0.25 5.13 2.05
H -0.65 3.60 -1.85
H -2.23 2.34 -3.21
H -2.70 -0.09 -2.69
H 1.62 -2.88 3.45
H 3.77 -1.54 3.48
H 3.51 0.93 3.17
N -0.68 -2.32 -2.00
C -0.72 -2.25 -3.34
C -2.03 -2.59 -3.97
C -2.63 -1.75 -4.90
C -3.84 -2.10 -5.48
C -4.45 -3.31 -5.17
C -3.84 -4.16 -4.26
C -2.64 -3.80 -3.66
C 0.39 -1.95 -4.09
C 1.57 -1.54 -3.27
C 2.85 -1.49 -4.03
C 2.88 -1.60 -5.36
C 1.69 -1.87 -6.15
C 0.52 -2.07 -5.52
H -2.14 -0.82 -5.16
H -4.31 -1.43 -6.20
H -5.39 -3.58 -5.63
H -4.30 -5.11 -4.02
H -2.15 -4.46 -2.95
H 1.36 -0.58 -2.77
H 3.75 -1.34 -3.45
H 3.83 -1.52 -5.87
H 1.77 -1.97 -7.22
H -0.35 -2.37 -6.09
```


Entry from the OMol25 dataset: the molecule C5H5N (ωB97M-V/def2-TZVPD).

For the total energy, the calculation gives -248.033655 hartree. As for the SMILES: C=C1C2=C(C)N12. The value obtained for the molar mass is 79.10 u. The calculation puts the frontier orbital gap at 8.4 eV.

Geometry as XYZ:
```
11
C5H5N | the OMol25 dataset | ωB97M-V/def2-TZVPD
C 0.41 2.80 0.81
C 0.01 1.37 0.78
C -0.67 0.23 1.39
C -0.31 -0.65 0.43
C -0.17 -2.02 -0.09
N -0.27 0.59 -0.31
H 0.71 3.11 -0.18
H 0.42 3.31 1.71
H 0.95 -2.15 0.29
H -0.40 -2.04 -1.14
H -0.72 -2.85 0.34
```


Entry from the OMol25 dataset: C13H17BrN4O3Rh as an isolated structure (ωB97M-V/def2-TZVPD).

For the total energy, the calculation gives -3634.597981 hartree. The value obtained for the molar mass is 460.11 u. As for the net charge: +1. The spin multiplicity is 5. The calculation puts the frontier orbital gap (spin up / spin down) at 7.9 / 8.7 eV.

Geometry as XYZ:
```
39
C13H17BrN4O3Rh | the OMol25 dataset | ωB97M-V/def2-TZVPD
Rh -0.16 0.14 0.02
O 2.27 -0.15 0.83
C 2.22 -0.96 2.02
C 1.09 -0.46 2.88
C 1.27 -0.21 4.23
C 0.19 0.21 4.98
C -1.03 0.38 4.36
C -1.13 0.14 3.00
N -0.09 -0.28 2.28
H 3.02 -0.44 0.30
H 3.15 -0.90 2.57
H 2.03 -2.00 1.76
H 2.25 -0.35 4.68
H 0.30 0.41 6.04
H -1.91 0.71 4.91
H -2.06 0.26 2.47
O 1.65 -4.51 -4.02
C 1.29 -3.68 -3.03
C 0.82 -4.10 -1.79
C 0.49 -3.15 -0.86
N 0.59 -1.83 -1.08
C 1.03 -1.47 -2.27
Br 1.12 0.41 -2.52
C 1.41 -2.31 -3.29
H 1.53 -5.43 -3.75
H 0.71 -5.15 -1.56
H 0.10 -3.43 0.12
H 1.76 -1.96 -4.25
N -0.29 4.47 0.55
C -0.53 3.22 0.12
N -1.45 3.04 -0.85
O 0.09 2.26 0.64
H -0.71 5.28 0.13
H 0.46 4.60 1.21
H -1.96 3.81 -1.25
H -1.72 2.10 -1.09
C -2.14 -0.12 -0.55
H -2.95 0.48 -0.15
H -2.48 -0.92 -1.21
```


Entry from the OMol25 dataset: C26H41BrN6P2Sn as an isolated structure (ωB97M-V/def2-TZVPD).

For the total energy, the calculation gives -4813.157120 hartree. The value obtained for the molar mass is 698.22 u. As for the net charge: +4. The calculation puts the frontier orbital gap at 4.9 eV.

Geometry as XYZ:
```
77
C26H41BrN6P2Sn | the OMol25 dataset | ωB97M-V/def2-TZVPD
C 2.25 4.49 -0.33
C 1.19 3.79 -0.97
C 1.29 3.66 -2.38
C 2.53 3.90 -3.00
N 3.58 4.36 -2.33
C 3.44 4.70 -1.04
C 0.16 3.11 -0.24
C -0.59 2.42 0.52
C -1.92 2.41 1.10
C -2.37 1.28 1.84
C -3.74 1.00 1.99
C -4.63 1.98 1.60
C -4.22 3.25 1.11
C -2.85 3.45 0.83
Sn -0.50 -0.09 0.93
P 2.05 -0.28 0.18
H 0.45 3.31 -2.97
H 2.19 4.79 0.71
H 2.65 3.70 -4.07
H 4.32 5.14 -0.54
H -2.47 4.38 0.39
H -1.78 0.62 2.53
H -4.97 4.03 0.95
H -4.05 0.05 2.45
C 2.63 -2.02 0.49
C 3.76 -2.58 -0.36
H 1.74 -2.65 0.34
H 2.89 -2.09 1.55
H 3.91 -3.62 -0.08
H 3.54 -2.56 -1.43
H 4.72 -2.07 -0.21
C 2.27 -0.01 -1.63
C 3.66 0.36 -2.13
H 1.57 0.80 -1.90
H 1.91 -0.92 -2.16
H 3.64 0.40 -3.22
H 3.96 1.36 -1.78
H 4.44 -0.35 -1.84
C 3.26 0.82 1.02
C 4.70 0.34 1.08
H 2.89 0.95 2.06
H 3.20 1.82 0.55
H 5.29 1.06 1.66
H 4.79 -0.63 1.57
H 5.17 0.27 0.09
Br -6.50 1.49 1.82
P -1.80 -1.60 -0.88
C -0.69 -2.48 -2.04
C -1.27 -3.76 -2.62
H 0.24 -2.66 -1.48
H -0.45 -1.76 -2.84
H -0.51 -4.25 -3.25
H -1.58 -4.48 -1.86
H -2.13 -3.56 -3.27
C -2.81 -2.83 0.00
C -4.17 -3.14 -0.60
H -2.89 -2.43 1.03
H -2.20 -3.74 0.05
H -4.72 -3.81 0.07
H -4.80 -2.25 -0.75
H -4.08 -3.65 -1.56
C -2.86 -0.48 -1.85
C -3.22 -0.96 -3.26
H -2.30 0.48 -1.88
H -3.77 -0.31 -1.25
H -3.81 -0.18 -3.75
H -2.35 -1.17 -3.88
H -3.84 -1.87 -3.23
N -0.82 -2.40 5.81
N -0.74 -1.24 5.05
N 0.05 -0.23 5.52
C 0.37 0.41 4.38
N -0.12 -0.19 3.27
N -0.80 -1.29 3.70
H -1.63 -2.93 5.52
H -0.76 -2.12 6.79
H 1.04 1.25 4.34
```


Entry from the OMol25 dataset: the molecule C7H13NO2S (ωB97M-V/def2-TZVPD).

For the total energy, the calculation gives -877.709553 hartree. As for the SMILES: CC/C(SC)=C(/CC)[N+](=O)[O-]. The value obtained for the molar mass is 175.25 u. The calculation puts the frontier orbital gap (spin up / spin down) at 7.0 / 7.0 eV.

Geometry as XYZ:
```
24
C7H13NO2S | the OMol25 dataset | ωB97M-V/def2-TZVPD
C -0.40 -1.06 -2.44
C 0.62 -1.20 -1.26
C 0.28 -0.59 0.07
S -0.53 -1.22 1.39
C -1.16 -2.83 0.84
C 0.91 1.00 0.36
C 0.51 1.66 1.62
C -0.84 2.48 1.53
N 1.69 1.59 -0.58
O 2.08 1.07 -1.66
O 2.04 2.76 -0.34
H -0.35 0.01 -2.67
H 0.13 -1.41 -3.33
H -1.46 -1.29 -2.16
H 1.41 -0.73 -1.61
H 0.81 -2.32 -0.98
H -2.22 -2.73 0.60
H -0.99 -3.49 1.67
H -0.70 -3.01 -0.18
H 1.32 2.30 2.00
H 0.28 0.93 2.40
H -1.81 1.97 1.27
H -0.69 3.28 0.86
H -0.91 2.85 2.60
```


Entry from the OMol25 dataset: C9H17Br3NP as an isolated structure (ωB97M-V/def2-TZVPD).

For the total energy, the calculation gives -8470.875633 hartree. The value obtained for the molar mass is 409.93 u. The calculation puts the frontier orbital gap at 7.8 eV.

Geometry as XYZ:
```
31
C9H17Br3NP | the OMol25 dataset | ωB97M-V/def2-TZVPD
P -1.84 0.14 -2.78
C -0.77 -1.40 -2.44
C 0.82 -1.25 -2.81
C 1.69 -2.08 -1.67
C 2.63 -1.09 -0.75
N 1.72 -0.42 0.25
C 1.29 -0.83 1.65
C 0.29 0.32 2.27
C 0.20 1.50 1.09
C 1.11 0.91 -0.13
H -0.78 0.87 -3.43
H -2.76 -0.70 -3.53
H -2.05 0.26 -1.35
H -2.75 1.25 -2.97
H -1.26 -2.30 -3.04
H -0.87 -1.67 -1.30
H 1.18 -0.13 -2.95
H 0.99 -1.85 -3.82
H 1.02 -2.71 -0.94
H 2.44 -2.84 -2.21
H 3.25 -0.30 -1.38
H 3.41 -1.78 -0.19
H 1.62 -1.80 2.21
H -0.27 0.39 3.29
H -0.37 2.52 1.10
H 1.18 1.57 -1.10
C -2.14 2.75 5.45
Br -2.67 1.21 6.52
Br -1.20 2.22 3.83
Br -3.66 3.91 5.07
H -1.44 3.33 6.06
```


Entry from the OMol25 dataset: the molecule C13H17NO (ωB97M-V/def2-TZVPD).

For the total energy, the calculation gives -635.296838 hartree. As for the SMILES: C#CN(OCc1ccccc1)C(C)(C)C. The value obtained for the molar mass is 203.28 u. The calculation puts the frontier orbital gap at 9.8 eV.

Geometry as XYZ:
```
32
C13H17NO | the OMol25 dataset | ωB97M-V/def2-TZVPD
C -2.94 -0.82 1.61
C -1.96 -0.89 0.92
N -0.37 -0.71 0.05
O 0.61 -0.87 0.96
C 0.79 0.21 1.88
C 0.82 1.51 1.05
C 1.98 2.18 0.89
C 1.97 3.33 0.12
C 0.79 3.85 -0.36
C -0.48 3.25 -0.03
C -0.42 2.04 0.70
C -0.27 -1.84 -0.82
C -1.60 -1.81 -1.66
C 0.90 -1.51 -1.86
C 0.08 -3.18 -0.12
H -3.64 -0.64 2.40
H 1.66 0.05 2.47
H -0.09 0.35 2.62
H 3.00 1.84 1.25
H 2.80 4.05 -0.09
H 0.98 4.67 -0.99
H -1.45 3.63 -0.36
H -1.40 1.57 0.96
H -2.53 -2.38 -1.29
H -1.88 -0.74 -1.83
H -1.38 -2.35 -2.52
H 0.59 -0.62 -2.25
H 0.95 -2.22 -2.65
H 1.93 -1.49 -1.30
H 1.16 -3.30 -0.15
H -0.16 -3.12 0.94
H -0.43 -4.04 -0.54
```


Entry from the OMol25 dataset: a 2-piece molecular cluster, C5H8N3O overall (ωB97M-V/def2-TZVPD).

For the total energy, the calculation gives -434.447225 hartree. The value obtained for the molar mass is 126.14 u. As for the net charge: +1. The calculation puts the frontier orbital gap at 9.7 eV.

Geometry as XYZ:
```
17
C5H8N3O | the OMol25 dataset | ωB97M-V/def2-TZVPD
C 2.43 0.75 -0.67
C 3.07 -0.76 0.82
C 1.96 -0.15 0.36
C -1.41 0.32 -0.73
C 0.55 -0.32 0.65
N 3.70 0.67 -0.66
N -0.45 -0.04 -0.04
N -3.65 -0.10 0.04
O 4.11 -0.29 0.14
H 1.84 1.55 -1.09
H 3.53 -1.51 1.53
H -1.70 1.36 -0.75
H -2.11 -0.22 -1.42
H 0.23 -0.58 1.65
H -3.77 -1.12 -0.22
H -4.03 0.04 1.00
H -4.31 0.40 -0.59
```


Entry from the OMol25 dataset: a 2-piece molecular cluster, C17H19NO overall (ωB97M-V/def2-TZVPD).

For the total energy, the calculation gives -789.015821 hartree. As for the SMILES: Cc1c[nH]c2ccccc12.CCc1ccc(O)cc1. The value obtained for the molar mass is 253.35 u. The calculation puts the frontier orbital gap at 8.5 eV.

Geometry as XYZ:
```
38
C17H19NO | the OMol25 dataset | ωB97M-V/def2-TZVPD
C -1.22 0.32 -2.19
C 0.12 -0.32 -2.20
C 1.17 0.22 -2.90
N 2.22 -0.75 -2.74
C 1.78 -1.83 -2.11
C 2.75 -2.79 -1.48
C 1.97 -3.67 -0.77
C 0.51 -3.73 -0.59
C -0.27 -2.74 -1.02
C 0.43 -1.65 -1.74
H -1.90 -0.26 -1.66
H -1.33 0.69 -3.30
H -1.15 1.29 -1.64
H 1.33 1.13 -3.38
H 3.29 -0.57 -2.82
H 3.77 -2.85 -1.79
H 2.65 -4.46 -0.41
H 0.08 -4.58 -0.26
H -1.47 -2.81 -0.96
C -3.62 1.50 1.32
C -2.33 2.17 1.08
C -1.21 1.53 1.70
C -0.38 0.70 0.96
C 0.91 0.44 1.48
C 1.48 1.18 2.50
O 2.77 1.50 2.82
C 0.69 2.11 3.23
C -0.64 2.33 2.72
H -3.77 1.28 2.42
H -3.63 0.60 0.78
H -4.57 2.02 0.92
H -2.48 2.24 -0.01
H -2.35 3.20 1.52
H -0.54 0.15 0.07
H 1.40 -0.50 1.23
H 3.47 0.97 2.18
H 1.20 2.64 3.91
H -1.16 3.29 3.13
```


Entry from the OMol25 dataset: a 6-piece molecular cluster, C48H52BrF5O3 overall (ωB97M-V/def2-TZVPD).

For the total energy, the calculation gives -5159.298903 hartree. As for the SMILES: CC[C@H](C)C1=C(CCCO)C(=O)C(Br)=C(CCCC(F)(F)C(F)(F)F)C1=O.c1ccccc1.c1ccccc1.c1ccccc1.c1ccccc1.c1ccccc1. The value obtained for the molar mass is 851.84 u. The calculation puts the frontier orbital gap at 7.8 eV.

Geometry as XYZ:
```
109
C48H52BrF5O3 | the OMol25 dataset | ωB97M-V/def2-TZVPD
C 5.75 -4.88 4.36
C 4.27 -4.77 3.99
C 3.93 -3.38 3.44
C 3.59 -2.41 4.59
C 2.85 -3.33 2.39
C 2.85 -2.37 1.43
C 3.84 -1.26 1.28
C 3.14 0.11 1.36
C 3.81 1.21 0.52
O 2.82 1.96 -0.18
C 1.82 -2.36 0.37
O 2.02 -1.80 -0.70
C 0.53 -3.04 0.64
Br -0.92 -2.59 -0.48
C 0.47 -3.94 1.63
C -0.75 -4.67 2.08
C -1.15 -4.22 3.52
C -2.33 -3.25 3.58
C -1.97 -1.79 3.66
F -1.19 -1.37 2.64
F -3.12 -1.06 3.64
C -1.24 -1.37 4.96
F 0.03 -1.83 4.98
F -1.20 -0.02 5.03
F -1.88 -1.84 6.04
C 1.73 -4.30 2.37
O 1.74 -5.36 2.98
H 6.37 -4.57 3.53
H 5.98 -5.93 4.53
H 6.00 -4.34 5.26
H 3.65 -5.05 4.84
H 4.08 -5.52 3.23
H 4.84 -3.02 3.00
H 2.52 -2.27 4.71
H 3.99 -2.78 5.52
H 4.04 -1.43 4.43
H 4.61 -1.27 2.04
H 4.28 -1.36 0.29
H 3.18 0.41 2.41
H 2.09 0.05 1.09
H 4.27 1.92 1.19
H 4.53 0.79 -0.16
H 2.66 1.53 -1.02
H -1.56 -4.53 1.38
H -0.49 -5.72 2.15
H -1.44 -5.11 4.05
H -0.27 -3.84 4.02
H -2.94 -3.46 4.45
H -2.97 -3.42 2.72
C -0.04 5.43 3.84
C -0.34 4.08 3.77
C 0.32 3.27 2.85
C 1.28 3.81 2.01
C 1.57 5.17 2.08
C 0.92 5.98 3.00
H -0.55 6.06 4.56
H -1.10 3.65 4.42
H 0.08 2.22 2.79
H 1.79 3.18 1.29
H 2.32 5.60 1.42
H 1.15 7.03 3.06
C 0.57 4.05 -1.95
C 1.90 4.36 -2.19
C 2.37 4.42 -3.50
C 1.50 4.18 -4.56
C 0.17 3.86 -4.31
C -0.29 3.80 -3.00
H 0.21 4.00 -0.93
H 2.57 4.54 -1.37
H 3.41 4.66 -3.69
H 1.87 4.23 -5.58
H -0.50 3.67 -5.13
H -1.33 3.55 -2.81
C -7.05 -5.42 1.03
C -6.21 -4.31 1.06
C -4.92 -4.41 0.57
C -4.46 -5.61 0.05
C -5.29 -6.72 0.03
C -6.58 -6.63 0.52
H -8.06 -5.35 1.41
H -6.57 -3.38 1.47
H -4.27 -3.54 0.58
H -3.45 -5.68 -0.34
H -4.93 -7.66 -0.37
H -7.23 -7.49 0.50
C 1.36 2.26 -7.96
C 2.69 2.56 -8.21
C 3.16 2.63 -9.51
C 2.29 2.38 -10.57
C 0.96 2.07 -10.32
C 0.50 2.01 -9.02
H 1.00 2.21 -6.94
H 3.37 2.75 -7.38
H 4.20 2.87 -9.71
H 2.66 2.43 -11.59
H 0.29 1.87 -11.15
H -0.54 1.76 -8.82
C -4.36 3.62 -2.73
C -5.27 4.41 -3.43
C -5.87 5.49 -2.80
C -5.57 5.79 -1.48
C -4.67 4.99 -0.78
C -4.07 3.91 -1.40
H -3.89 2.78 -3.22
H -5.50 4.18 -4.46
H -6.57 6.11 -3.35
H -6.04 6.63 -0.99
H -4.44 5.22 0.25
H -3.36 3.30 -0.86
```


Please write out number 5 again, unchanged.
Entry from the OMol25 dataset: the molecule C7H13NO2S (ωB97M-V/def2-TZVPD).

For the total energy, the calculation gives -877.709553 hartree. As for the SMILES: CC/C(SC)=C(/CC)[N+](=O)[O-]. The value obtained for the molar mass is 175.25 u. The calculation puts the frontier orbital gap (spin up / spin down) at 7.0 / 7.0 eV.

Geometry as XYZ:
```
24
C7H13NO2S | the OMol25 dataset | ωB97M-V/def2-TZVPD
C -0.40 -1.06 -2.44
C 0.62 -1.20 -1.26
C 0.28 -0.59 0.07
S -0.53 -1.22 1.39
C -1.16 -2.83 0.84
C 0.91 1.00 0.36
C 0.51 1.66 1.62
C -0.84 2.48 1.53
N 1.69 1.59 -0.58
O 2.08 1.07 -1.66
O 2.04 2.76 -0.34
H -0.35 0.01 -2.67
H 0.13 -1.41 -3.33
H -1.46 -1.29 -2.16
H 1.41 -0.73 -1.61
H 0.81 -2.32 -0.98
H -2.22 -2.73 0.60
H -0.99 -3.49 1.67
H -0.70 -3.01 -0.18
H 1.32 2.30 2.00
H 0.28 0.93 2.40
H -1.81 1.97 1.27
H -0.69 3.28 0.86
H -0.91 2.85 2.60
```